{
  "formula": "C28H23N5O2Tl",
  "method": "the ωB97M-V functional and the def2-TZVPD basis",
  "lumo_energy_ha": [-0.1477, -0.1870],
  "total_energy_ev": -45639.600,
  "charge": 1,
  "max_force_ev_per_a": 0.62,
  "e_above_lowest_kcal_mol": 0.0,
  "homo_ev": [-11.2359, -9.8169],
  "elements": ["Tl", "C", "O", "C", "C", "C", "C", "C", "C", "N", "N", "C", "C", "C", "C", "O", "C", "N", "C", "C", "C", "C", "H", "H", "H", "H", "H", "H", "H", "H", "H", "H", "H", "H", "C", "N", "C", "C", "C", "C", "C", "N", "C", "C", "C", "C", "C", "C", "H", "H", "H", "H", "H", "H", "H", "H", "H", "H", "H"],
  "coordinates": [[0.58, 0.30, -2.91], [0.43, -5.55, 5.18], [1.32, -5.20, 4.13], [1.95, -4.02, 4.21], [1.91, -3.19, 5.33], [2.57, -1.98, 5.30], [3.24, -1.55, 4.16], [3.32, -2.42, 3.05], [2.69, -3.63, 3.08], [3.82, -0.29, 4.20], [4.30, 0.32, 3.20], [3.84, 0.61, 2.01], [4.83, 1.02, 1.04], [4.54, 1.18, -0.26], [3.19, 0.99, -0.77], [2.93, 1.12, -1.96], [2.13, 0.68, 0.23], [0.88, 0.57, -0.24], [-0.12, 0.43, 0.61], [0.07, 0.40, 1.99], [1.35, 0.47, 2.48], [2.43, 0.57, 1.59], [-0.11, -6.43, 4.84], [-0.28, -4.75, 5.38], [0.98, -5.80, 6.09], [1.38, -3.50, 6.22], [2.56, -1.32, 6.17], [3.90, -2.12, 2.18], [2.74, -4.32, 2.24], [5.84, 1.14, 1.40], [5.29, 1.44, -0.99], [-1.12, 0.34, 0.18], [-0.78, 0.33, 2.66], [1.52, 0.46, 3.55], [-3.47, 0.36, -2.14], [-2.24, 1.14, -2.21], [-2.36, 2.41, -2.26], [-1.22, 3.27, -2.37], [-1.25, 4.71, -2.29], [0.04, 5.11, -2.39], [0.82, 3.89, -2.54], [0.08, 2.81, -2.53], [-4.16, 0.26, -3.49], [-5.53, 0.48, -3.59], [-6.17, 0.38, -4.81], [-5.45, 0.08, -5.96], [-4.08, -0.14, -5.87], [-3.44, -0.05, -4.64], [-4.17, 0.80, -1.43], [-3.21, -0.64, -1.79], [-3.34, 2.89, -2.22], [-2.13, 5.33, -2.18], [0.43, 6.12, -2.37], [1.90, 3.81, -2.66], [-6.10, 0.72, -2.70], [-7.24, 0.54, -4.88], [-5.95, 0.02, -6.92], [-3.51, -0.38, -6.76], [-2.37, -0.23, -4.58]],
  "nbo_charge": [0.833, -0.259, -0.469, 0.340, -0.300, -0.174, 0.092, -0.219, -0.236, -0.129, -0.072, 0.070, -0.099, -0.312, 0.486, -0.609, 0.159, -0.477, 0.050, -0.215, -0.140, -0.093, 0.213, 0.182, 0.188, 0.233, 0.236, 0.225, 0.237, 0.245, 0.244, 0.208, 0.236, 0.239, -0.292, -0.364, 0.050, 0.235, -0.255, -0.225, 0.145, -0.575, 0.042, -0.246, -0.184, -0.206, -0.195, -0.243, 0.203, 0.214, 0.188, 0.244, 0.242, 0.219, 0.213, 0.222, 0.224, 0.222, 0.209]
}

{
  "formula": "C9H19O3S2",
  "method": "the ωB97M-V functional and the def2-TZVPD basis",
  "lumo_energy_ha": 0.1187,
  "total_energy_ev": -37451.049,
  "charge": -1,
  "max_force_ev_per_a": 6.35,
  "e_above_lowest_kcal_mol": 121.8,
  "homo_ev": -3.6665,
  "elements": ["C", "C", "C", "C", "C", "C", "C", "C", "C", "O", "O", "O", "S", "S", "H", "H", "H", "H", "H", "H", "H", "H", "H", "H", "H", "H", "H", "H", "H", "H", "H", "H", "H"],
  "coordinates": [[-1.24, 0.82, 1.83], [-2.58, -0.16, -0.24], [3.33, -1.98, 0.15], [1.01, -2.29, 0.93], [-0.90, 2.70, -1.22], [-1.90, 1.07, 0.39], [1.89, -1.58, -0.25], [-0.91, 1.48, -0.56], [1.52, -0.10, -0.33], [3.57, 1.42, 0.83], [1.22, 2.07, 0.79], [1.99, 0.24, 2.31], [2.43, 0.50, -1.81], [2.28, 0.78, 0.98], [-1.33, 1.73, 2.34], [-0.23, 0.54, 1.86], [-1.95, 0.07, 2.31], [-2.99, 0.03, -1.24], [-3.38, -0.58, 0.37], [-1.73, -0.90, -0.32], [3.65, -1.52, 1.02], [3.62, -3.03, 0.14], [4.12, -1.41, -0.48], [1.48, -3.22, 0.86], [-0.03, -2.18, 0.73], [1.31, -1.82, 1.81], [-0.39, 3.00, -2.09], [-1.49, 3.54, -0.79], [1.34, 0.31, -2.55], [-2.76, 1.58, 0.61], [1.54, -2.06, -1.19], [-0.53, 0.64, -1.12], [1.77, 2.69, 0.33]],
  "nbo_charge": [-0.578, -0.589, -0.653, -0.620, -0.464, -0.293, -0.254, -0.064, -0.724, -0.989, -0.909, -0.974, -0.108, 2.267, 0.197, 0.243, 0.173, 0.202, 0.191, 0.206, 0.211, 0.194, 0.209, 0.184, 0.196, 0.225, 0.185, 0.158, 0.097, 0.189, 0.195, 0.209, 0.488]
}

{
  "formula": "C6H19N5O3Sn",
  "method": "the ωB97M-V functional and the def2-TZVPD basis",
  "lumo_energy_ha": -0.2364,
  "total_energy_ev": -25937.225,
  "charge": 2,
  "max_force_ev_per_a": 7.78,
  "e_above_lowest_kcal_mol": 0.0,
  "homo_ev": -15.3670,
  "elements": ["Sn", "C", "C", "C", "O", "C", "N", "H", "H", "H", "H", "H", "H", "H", "H", "H", "H", "H", "C", "O", "N", "N", "H", "H", "H", "H", "C", "O", "N", "N", "H", "H", "H", "H"],
  "coordinates": [[0.63, -1.17, 0.54], [-2.63, 0.66, -1.84], [-1.79, -0.58, -1.47], [-0.42, -0.31, -2.02], [0.53, -1.34, -1.65], [1.53, -1.54, -2.63], [-1.83, -0.75, -0.03], [-2.91, 0.82, -2.88], [-2.21, 1.57, -1.43], [-3.58, 0.54, -1.32], [-2.21, -1.48, -1.91], [-0.08, 0.71, -1.82], [-0.59, -0.28, -3.10], [1.10, -1.81, -3.60], [2.26, -2.26, -2.27], [1.80, -0.50, -2.84], [-2.53, -1.47, 0.13], [-2.45, -0.04, 0.33], [-0.59, 1.29, 0.51], [0.51, 0.75, 0.33], [-1.43, 0.84, 1.47], [-1.03, 2.31, -0.17], [-1.10, 0.16, 2.14], [-2.32, 1.29, 1.61], [-1.90, 2.77, 0.04], [-0.33, 2.70, -0.78], [2.61, -0.27, 2.60], [1.76, -0.25, 1.73], [3.22, -1.36, 2.94], [3.04, 0.69, 3.39], [3.85, -1.30, 3.73], [3.06, -2.31, 2.64], [2.35, 1.41, 3.52], [3.69, 0.51, 4.15]],
  "nbo_charge": [1.482, -0.649, -0.102, -0.117, -0.604, -0.258, -0.880, 0.262, 0.208, 0.221, 0.237, 0.191, 0.238, 0.217, 0.230, 0.189, 0.410, 0.389, 0.826, -0.775, -0.814, -0.771, 0.421, 0.423, 0.438, 0.443, 0.831, -0.832, -0.762, -0.761, 0.404, 0.428, 0.414, 0.425]
}